[1]
Molecular formula: C31H38N9O3PSZn
Method: DFT, ωB97M-V with the def2-TZVPD basis set

Element x y z (Å)
1 Zn -0.57742 -0.11144 0.04801
2 C 1.07662 1.93856 -1.44751
3 N 1.27729 1.03510 -0.29790
4 C 1.68108 1.79357 0.89664
5 C 2.26701 0.02540 -0.68070
6 C 3.60809 0.35843 -0.77892
7 C 4.53541 -0.55524 -1.25172
8 C 4.08379 -1.79766 -1.67325
9 C 2.74790 -2.14208 -1.58328
10 C 1.79708 -1.25404 -1.04719
11 N 0.45229 -1.48746 -0.92761
12 C -0.15692 -2.72531 -0.86001
13 C 0.45778 -3.94250 -0.54220
14 C -0.28446 -5.10628 -0.39921
15 C -1.65739 -5.09095 -0.56116
16 C -2.29297 -3.89021 -0.85509
17 C -1.56605 -2.71978 -0.99689
18 N -2.18799 -1.43436 -1.22641
19 C -1.92526 -0.94290 -2.59489
20 C -3.63590 -1.43367 -1.02142
21 H 2.00191 2.46698 -1.69503
22 H 0.30399 2.67335 -1.22678
23 H 0.76945 1.35079 -2.31179
24 H 2.52493 2.45896 0.69425
25 H 1.96953 1.09620 1.68150
26 H 0.84757 2.40003 1.25130
27 H 3.93718 1.34924 -0.48985
28 H 5.58228 -0.29320 -1.31190
29 H 4.78202 -2.51349 -2.08851
30 H 2.42449 -3.09964 -1.96229
31 H 1.52194 -3.97203 -0.36228
32 H 0.22307 -6.02823 -0.14538
33 H -2.23852 -5.99622 -0.45219
34 H -3.36816 -3.88355 -0.96520
35 H -2.44617 -1.56388 -3.33138
36 H -0.85847 -0.96862 -2.79622
37 H -2.28810 0.08345 -2.67948
38 H -4.15594 -2.01916 -1.78785
39 H -3.99897 -0.40796 -1.08308
40 H -3.88604 -1.85040 -0.04649
41 C 0.12607 -3.41460 4.16878
42 N -1.13183 -2.69150 4.31500
43 C -0.97626 -1.63720 5.33128
44 N 0.13380 -0.73422 5.02189
45 C 1.35791 -1.50117 4.86005
46 N 1.27336 -2.55863 3.84615
47 C 1.14777 -1.99523 2.50788
48 P -0.36534 -0.94338 2.34936
49 C -1.59638 -2.15119 3.04718
50 C -0.15963 0.10330 3.87340
51 H 0.02099 -4.17479 3.39081
52 H 0.33851 -3.91126 5.11666
53 H -0.76889 -2.11159 6.29034
54 H -1.90357 -1.07405 5.43934
55 H 1.58583 -1.97390 5.81665
56 H 2.17986 -0.82878 4.60047
57 H 1.08321 -2.79666 1.76774
58 H 2.03477 -1.40288 2.26377
59 H -1.74628 -2.95713 2.32175
60 H -2.55093 -1.64306 3.20493
61 H -1.08258 0.65931 4.06297
62 H 0.64989 0.82282 3.72087
63 O -4.04619 0.91597 8.57565
64 S -3.31269 0.63223 7.37033
65 O -3.89231 -0.38189 6.50217
66 O -1.86785 0.53049 7.50380
67 C -3.44938 2.13839 6.35502
68 N -3.69016 3.32693 6.90534
69 C -3.73071 4.36673 6.08222
70 C -3.53682 4.26204 4.70900
71 C -3.29585 2.98125 4.24708
72 N -3.24746 1.93346 5.05803
73 C -3.02091 2.58443 2.84506
74 C -3.43737 1.31274 2.45436
75 C -2.92823 0.77346 1.30206
76 N -2.04633 1.41035 0.50990
77 C -1.76737 2.68114 0.81704
78 C -2.23560 3.30861 1.96018
79 H -3.92912 5.33150 6.53733
80 H -3.59400 5.12243 4.05672
81 H -4.06731 0.72849 3.11121
82 H -3.16009 -0.24534 1.03135
83 H -1.09648 3.20695 0.15240
84 H -1.90597 4.31216 2.19422

The energy relative to the best compared isomer or geometry (same formula, charge and spin) is 0.0 kJ/mol. Its lowest unoccupied orbital energy is -0.0384 Ha. For the orbital gap, the calculation gives 6.61 eV. For the HOMO energy, the calculation gives -7.7 eV.


[2]
Molecular formula: C31H38NNiPSi
Method: DFT, ωB97M-V with the def2-TZVPD basis set

Element x y z (Å)
1 C -2.75890 -0.18779 -3.60878
2 C -2.31343 -1.34510 -2.98046
3 C -1.40043 -1.29328 -1.90786
4 C -1.01686 -0.04952 -1.39505
5 C -1.47064 1.10909 -2.03231
6 C -2.33693 1.04937 -3.13201
7 C -0.93085 -2.60630 -1.32985
8 C 0.58978 -2.87682 -1.38436
9 N 1.01745 -3.70507 -2.49091
10 Ni -0.08072 0.25852 0.40607
11 C -1.06556 2.45515 -1.49120
12 P 0.33529 2.16235 -0.34411
13 H -2.66485 -2.32131 -3.32610
14 H -2.67228 1.97890 -3.59284
15 H -3.42753 -0.25211 -4.46583
16 H -1.86640 2.92516 -0.89940
17 H -0.76363 3.16821 -2.27127
18 H -1.23956 -2.67960 -0.27287
19 H -1.43058 -3.43670 -1.85156
20 H 1.15719 -1.92448 -1.32953
21 C 0.24292 3.50428 0.85094
22 C 1.76507 2.46552 -1.41317
23 H 0.86791 -3.44084 -0.47877
24 C 0.69864 -3.27387 -3.82542
25 C 2.33415 -4.27173 -2.34335
26 H 1.32391 -0.80248 0.42576
27 H 0.92958 -4.10816 -4.50360
28 H -0.36413 -3.01765 -3.90533
29 H 1.29188 -2.39545 -4.14935
30 H 2.51479 -4.99308 -3.15168
31 H 3.13032 -3.50395 -2.37574
32 H 2.38562 -4.78303 -1.37222
33 H 1.73003 3.48598 -1.81566
34 H 2.67349 2.32881 -0.81678
35 H 1.76905 1.75028 -2.24465
36 H -0.10003 4.42436 0.36194
37 H -0.44634 3.23444 1.66016
38 H 1.24507 3.64756 1.27015
39 H 1.60357 -0.12615 0.60176
40 C -2.62848 2.76924 5.05789
41 C -1.26444 2.79653 4.74359
42 C -0.71007 1.79863 3.93446
43 C -1.51463 0.75619 3.44297
44 C -2.87117 0.71559 3.78584
45 C -3.43003 1.73188 4.57276
46 Si -0.69967 -0.55339 2.36681
47 C 0.48563 -1.47323 3.50207
48 C 1.83200 -1.65051 3.15352
49 C 2.67090 -2.41601 3.97116
50 C 2.18305 -2.98796 5.15031
51 C 0.85157 -2.76972 5.52522
52 C 0.00346 -2.00880 4.70974
53 C -2.03495 -1.78956 1.89356
54 C -1.86081 -3.16811 2.10547
55 C -2.79332 -4.08032 1.59294
56 C -3.92061 -3.62293 0.90598
57 C -4.12805 -2.25070 0.74350
58 C -3.19138 -1.33873 1.23270
59 H -3.06394 3.55389 5.67969
60 H -0.62749 3.59375 5.12933
61 H 0.36019 1.82458 3.70442
62 H -3.50128 -0.11220 3.45940
63 H -4.49584 1.70272 4.80521
64 H 2.22322 -1.20688 2.23750
65 H 3.71032 -2.56351 3.67637
66 H 2.83673 -3.59654 5.77786
67 H 0.46099 -3.19478 6.44924
68 H -1.03641 -1.84518 5.01152
69 H -1.00228 -3.53285 2.67555
70 H -2.63604 -5.15080 1.74068
71 H -4.63960 -4.33724 0.50060
72 H -5.02550 -1.88223 0.24335
73 H -3.36314 -0.26822 1.09312

Its lowest unoccupied orbital energy (spin up / spin down) is 0.0188 / -0.0259 Ha. As for the multiplicity: 3. For the orbital gap (spin up / spin down), the calculation gives 7.83 / 7.09 eV. For the HOMO energy (spin up / spin down), the calculation gives -7.3 / -7.8 eV. As for the expectation value of S²: 2.0141.


[3]
Molecular formula: C31H39AuF6N5O7S2
Method: DFT, ωB97M-V with the def2-TZVPD basis set

Element x y z (Å)
1 Au -0.21929 0.35551 0.33582
2 O -5.00303 -4.54444 1.84972
3 C -5.27686 -3.59837 0.83999
4 C -4.10636 -2.66648 0.70236
5 C -4.07933 -1.72454 -0.31897
6 C -3.00699 -0.86239 -0.40591
7 N -1.99709 -0.91539 0.45963
8 C -1.98238 -1.83663 1.42904
9 C -3.03620 -2.72302 1.58283
10 C -0.77614 -1.85447 2.30306
11 C -0.60412 -2.76395 3.32876
12 C 0.55279 -2.72545 4.10149
13 C 0.73922 -3.72063 5.22094
14 O -0.33465 -3.67263 6.14399
15 C 1.49530 -1.74840 3.82953
16 C 1.26382 -0.86868 2.78621
17 N 0.16641 -0.93399 2.03866
18 H -5.78390 -5.08489 1.99898
19 H -6.16406 -3.00164 1.08098
20 H -5.45478 -4.08236 -0.12663
21 H -4.88288 -1.65595 -1.04048
22 H -2.92684 -0.09996 -1.16878
23 H -3.04306 -3.46163 2.36822
24 H -1.35815 -3.50747 3.54380
25 H 1.70694 -3.56275 5.70311
26 H 0.73160 -4.73143 4.81174
27 H -0.27757 -2.85637 6.65142
28 H 2.41335 -1.67054 4.39542
29 H 1.97802 -0.09348 2.54117
30 C 2.37141 4.58099 -4.71455
31 N 2.57937 3.19668 -4.27845
32 C 2.07120 2.19325 -5.21017
33 C 2.72003 2.90101 -2.97135
34 S 1.89762 1.50660 -2.38574
35 N 3.44059 3.68580 -2.18097
36 C 4.48473 4.56794 -2.69889
37 C 3.43992 3.53522 -0.72863
38 H 1.41040 4.63687 -5.22694
39 H 3.15483 4.90390 -5.40021
40 H 2.33448 5.24841 -3.85943
41 H 2.37988 2.47989 -6.21381
42 H 0.98021 2.13402 -5.17990
43 H 2.49532 1.21750 -4.98403
44 H 4.70952 4.32549 -3.73291
45 H 5.38092 4.40748 -2.10033
46 H 4.19856 5.61683 -2.61975
47 H 2.57061 2.98169 -0.39219
48 H 3.42757 4.52759 -0.27929
49 H 4.34179 3.00827 -0.40976
50 C -2.28008 3.48910 -1.97790
51 C -1.54290 2.91561 -0.76485
52 O -1.04638 1.67479 -1.08266
53 C -2.55120 2.85541 0.41485
54 F -3.50837 1.94938 0.14821
55 F -1.97321 2.48169 1.57218
56 F -3.17157 4.01856 0.64168
57 C -0.39906 3.89029 -0.38799
58 F 0.40406 3.39244 0.56561
59 F -0.83179 5.08309 0.03993
60 F 0.38666 4.13285 -1.46365
61 H -3.13715 2.85535 -2.19576
62 H -1.60444 3.46173 -2.82941
63 H -2.62107 4.51003 -1.81175
64 C 10.53146 0.42822 5.80492
65 C 9.23469 -0.01038 5.18638
66 C 8.73620 -1.28983 5.41014
67 C 7.52340 -1.68899 4.86956
68 C 6.80954 -0.79336 4.08931
69 C 7.28377 0.49064 3.84976
70 C 8.49249 0.87184 4.39889
71 S 5.26986 -1.27867 3.40697
72 O 4.87934 -2.53011 4.00176
73 O 4.32822 -0.18872 3.45976
74 N 5.64038 -1.45914 1.80639
75 C 4.45308 -1.58085 0.93502
76 C 4.02884 -0.21860 0.38898
77 C 2.57822 -0.25514 -0.04973
78 O 2.07626 -1.27677 -0.48874
79 O 1.92025 0.87024 0.11557
80 H 11.18296 -0.42121 6.00366
81 H 10.34589 0.93335 6.75501
82 H 11.06101 1.12741 5.15893
83 H 9.30161 -1.98356 6.01965
84 H 7.12570 -2.67745 5.05409
85 H 6.70309 1.17670 3.24749
86 H 8.87032 1.87094 4.21986
87 H 6.30713 -2.21321 1.69002
88 H 3.62276 -2.04070 1.47607
89 H 4.69496 -2.26289 0.12354
90 H 4.65379 0.05485 -0.46588
91 H 4.15173 0.54591 1.15293

Its net charge is +1. The energy relative to the best compared isomer or geometry (same formula, charge and spin) is 5.4 kJ/mol. Its lowest unoccupied orbital energy (spin up / spin down) is -0.0946 / -0.1744 Ha. As for the multiplicity: 3. For the orbital gap (spin up / spin down), the calculation gives 7.57 / 6.59 eV. For the HOMO energy (spin up / spin down), the calculation gives -10.1 / -11.3 eV. As for the expectation value of S²: 2.0077.